No. 1
ORCA calculation (wB97M-V/def2-TZVPD) on C36H50IrN7O4Sb as an isolated structure.

```
99
Properties=species:S:1:pos:R:3:mulliken_charge:R:1
Ir -0.09455 0.00204 -0.16882 0.799
O 3.76047 0.09280 -1.34295 -0.565
C 2.57350 0.14430 -1.20768 -0.060
N 1.86690 0.24145 -0.01192 0.470
C 2.40914 0.07088 1.25566 -0.237
O 3.56875 0.05884 1.55670 -0.574
C 1.32811 -0.09054 2.30471 0.444
C 1.65678 -0.24724 3.63439 -0.613
C 0.63241 -0.40016 4.55730 -0.814
C -0.68252 -0.39050 4.11474 -1.051
C -0.94043 -0.23043 2.76691 -0.630
N 0.04999 -0.07237 1.88383 1.442
C 1.64730 0.13386 -2.41284 0.545
C 2.17840 0.13558 -3.68387 -0.587
C 1.31231 0.12103 -4.76849 -0.729
C -0.05395 0.11150 -4.53819 -0.945
C -0.52118 0.11369 -3.23625 -0.446
N 0.31540 0.12898 -2.19539 1.094
H 2.70271 -0.25345 3.91008 0.644
H 0.85764 -0.53131 5.60716 0.518
H -1.50809 -0.52078 4.79994 0.588
H -1.94439 -0.25362 2.36691 0.461
H 3.25458 0.13765 -3.79106 0.637
H 1.70110 0.11326 -5.77786 0.512
H -0.76247 0.09090 -5.35405 0.572
H -1.57756 0.08435 -3.01288 0.366
C -2.04442 3.75693 -2.31723 -1.451
C -0.65714 3.87555 -1.70748 0.626
C 0.42780 3.79474 -2.77881 -1.353
Sb -0.16720 2.64029 0.00372 -0.425
C -1.42654 3.34156 1.61467 0.711
C -1.50000 4.86725 1.50913 -1.649
C -2.82611 2.75808 1.75795 -1.191
C 1.66887 3.66403 0.55426 0.624
C 1.98073 3.58853 2.04609 -1.362
C 2.92428 3.41149 -0.27696 -1.475
H -2.15496 4.55867 -3.05096 0.473
H -2.84803 3.85635 -1.58854 0.293
H -2.17785 2.80955 -2.83957 0.242
H -0.58273 4.84561 -1.20542 0.537
H 0.45751 2.80809 -3.24545 0.210
H 1.42157 4.03238 -2.40401 0.179
H 0.20088 4.51603 -3.56676 0.541
H -0.83710 3.06908 2.49462 0.433
H -2.10321 5.17059 0.65143 0.336
H -0.52536 5.34820 1.42806 0.379
H -1.98342 5.27123 2.40093 0.544
H -3.46016 3.01397 0.90823 0.188
H -3.28800 3.18492 2.65097 0.639
H -2.83161 1.67117 1.87233 -0.125
H 1.31019 4.67412 0.32588 0.587
H 2.26680 2.58062 2.35666 0.237
H 1.16517 3.93142 2.68066 0.300
H 2.83907 4.23228 2.25097 0.484
H 3.45298 2.51055 0.02649 0.295
H 3.60995 4.24479 -0.10729 0.488
H 2.74713 3.35942 -1.34990 0.271
C -6.73774 1.42314 0.42168 -1.297
C -6.51956 -0.08459 0.36929 0.778
C -5.90295 -0.61526 1.65967 -1.178
C -5.72396 -0.52993 -0.85799 -1.317
N -4.32235 -0.07657 -0.81472 0.816
C -3.24727 -0.71372 -0.36951 -0.930
N -2.23445 0.13684 -0.44697 0.231
N -2.72348 1.27627 -0.97469 0.685
N -3.97208 1.15892 -1.19429 -1.256
H -7.41777 1.67125 1.23578 0.450
H -7.17094 1.80428 -0.50350 0.385
H -5.80218 1.95817 0.60232 0.126
H -7.49138 -0.56784 0.23295 0.336
H -4.93964 -0.13481 1.86262 0.079
H -5.75494 -1.69733 1.63227 0.362
H -6.54911 -0.39368 2.50780 0.445
H -6.13812 -0.14508 -1.78783 0.411
H -5.67513 -1.61675 -0.92003 0.397
H -3.21870 -1.71826 0.01128 0.690
C -0.12362 -8.46866 0.05377 -1.544
C -0.07480 -6.96860 -0.00233 0.509
C -0.32351 -6.29095 -1.19166 -1.065
C -0.32980 -4.90581 -1.25161 1.240
C -0.56683 -4.18295 -2.55193 -1.285
C -0.07857 -4.19904 -0.07300 0.191
C 0.19468 -4.84448 1.13627 0.742
C 0.47923 -4.05409 2.38632 -1.073
C 0.20252 -6.22905 1.14472 -1.087
C -0.10075 -2.72780 -0.10827 0.566
O -1.10020 -2.06107 0.30929 -0.605
O 0.85757 -2.01884 -0.52667 -0.824
H -0.04892 -8.90465 -0.94073 0.384
H -1.06055 -8.80831 0.49896 0.305
H 0.69055 -8.86194 0.66172 0.388
H -0.51934 -6.85923 -2.09356 0.400
H -0.90849 -4.87233 -3.32126 0.428
H 0.35065 -3.71099 -2.91136 0.270
H -1.32731 -3.40312 -2.44561 0.147
H 1.21133 -3.26290 2.20094 0.106
H 0.88413 -4.69500 3.16672 0.467
H -0.43192 -3.59042 2.77286 0.265
H 0.42460 -6.74899 2.06960 0.440
```

## Properties
LUMO level (alpha / beta): -0.2142 / -0.2833 Eh
HOMO energy (alpha / beta): -13.197 / -13.192 eV
expectation value of S²: 0.76
total charge: +2
2S+1: 2
relative energy (zero: lowest compared OMol25 entry of this formula, charge and spin): 0.0000 eV
E_tot: -2430.1720 Ha
gap between HOMO and LUMO (alpha / beta): 7.37 / 5.48 eV


No. 2
ORCA calculation (wB97M-V/def2-TZVPD) on C36H51BClLuN8O4S3 as an isolated structure.

```
105
Properties=species:S:1:pos:R:3:mulliken_charge:R:1
Lu -0.39410 -1.04611 -1.26171 1.255
C -3.39268 1.37826 3.88522 -1.650
C -2.54181 2.56071 3.38903 1.528
C -2.71308 3.67530 4.51076 -1.959
C -3.09570 3.00701 2.01911 -1.874
N -1.09639 2.19066 3.24166 0.624
C -0.07558 2.86089 3.89961 -0.354
C 1.05848 2.14368 3.72210 -1.084
N 0.73681 0.94240 3.02108 0.567
B 1.81489 -0.22088 2.81037 0.595
N 1.16980 -1.73314 2.83444 0.626
C 0.63269 -2.29089 3.97439 -0.792
C 0.37725 -3.59626 3.80236 -0.505
N 0.81645 -3.96166 2.55042 0.341
C 1.20101 -2.76684 1.89319 -0.530
S 1.37576 -2.54535 0.20106 -0.249
C 0.90884 -5.38866 1.96747 1.403
C 2.34692 -5.60307 1.42124 -1.418
C 0.64045 -6.43681 3.07645 -1.931
C -0.10596 -5.47625 0.83101 -1.542
N 2.93119 0.05224 1.75481 0.460
C 4.27437 -0.17078 2.10658 -0.804
C 5.06559 0.10152 1.06639 -0.749
N 4.23042 0.67444 0.04097 0.598
C 2.90383 0.64414 0.47187 -1.012
S 1.49892 1.04601 -0.39855 0.050
C 4.84931 1.49984 -1.12481 1.519
C 6.07174 0.73450 -1.67904 -1.771
C 5.36603 2.85595 -0.55738 -1.548
C 3.83545 1.74444 -2.25458 -1.984
C -0.60664 1.04299 2.63654 -0.410
S -1.48176 0.09180 1.53284 -0.143
H -4.42556 1.64371 3.70975 0.477
H -3.27479 1.04866 4.92903 0.346
H -3.27550 0.44791 3.30348 0.358
H -3.79334 3.92110 4.61090 0.441
H -2.14500 4.55188 4.18144 0.500
H -2.33378 3.22727 5.45003 0.466
H -3.75398 3.85540 2.13143 0.394
H -3.67175 2.20034 1.62102 0.425
H -2.35018 3.23076 1.29457 0.415
H -0.25245 3.83639 4.34444 0.412
H 2.08558 2.28316 4.08529 0.546
H 2.45511 -0.25242 3.83670 -0.284
H 0.52274 -1.66176 4.84442 0.568
H 0.09049 -4.34291 4.53105 0.402
H 3.10537 -5.56501 2.21953 0.385
H 2.58721 -4.83997 0.62858 0.247
H 2.47355 -6.56024 0.89414 0.413
H 1.43118 -6.54493 3.84861 0.391
H 0.54751 -7.40325 2.54982 0.408
H -0.28431 -6.24746 3.64159 0.453
H 0.29170 -4.94381 -0.04195 0.318
H -1.07470 -5.08601 1.09544 0.358
H -0.17187 -6.51370 0.52271 0.515
H 4.51237 -0.57718 3.09420 0.529
H 6.13077 0.08205 0.93525 0.520
H 6.91814 0.70089 -0.99082 0.452
H 6.42836 1.18555 -2.58890 0.489
H 5.79584 -0.32207 -1.98317 0.330
H 5.95970 2.71153 0.36779 0.340
H 4.50473 3.54715 -0.39063 0.304
H 5.98629 3.34408 -1.35290 0.412
H 3.49751 0.82152 -2.70632 0.269
H 4.38704 2.21981 -3.06454 0.564
H 3.00414 2.36651 -1.92151 0.505
O -3.66957 -3.50106 -2.49542 -0.636
Cl -2.31464 -3.40503 -2.06218 1.751
O -1.77160 -4.71839 -1.87727 -0.641
O -2.18452 -2.55489 -0.77836 -0.645
O -1.46371 -2.65925 -3.01961 -0.734
C -5.62065 -0.94246 -2.19157 -1.750
C -4.18556 -0.48867 -2.09750 0.709
C -3.91122 1.01042 -2.11424 0.779
C -4.92295 1.95699 -1.82559 -0.806
C -4.71250 3.30711 -2.00966 -0.998
C -3.43350 3.76581 -2.24279 -0.524
C -2.33982 2.90779 -2.41149 0.941
C -0.95784 3.51831 -2.61388 0.157
C -0.85417 4.75706 -3.56066 -1.348
C -2.57642 1.50332 -2.34454 -1.340
N -1.43789 0.66742 -2.48948 1.044
C -0.95623 0.57343 -3.73784 -0.073
C 0.15643 -0.23264 -4.04728 -0.184
C 0.86742 -0.42113 -5.29163 -1.171
C 1.91471 -1.29296 -5.02320 -0.814
C 1.86867 -1.59794 -3.63174 -0.555
N 0.84099 -0.96139 -3.00373 0.620
H -5.62055 -2.04983 -2.28347 0.374
H -6.12752 -0.53018 -3.07711 0.334
H -6.16525 -0.71484 -1.27705 0.370
H -3.59843 -0.93746 -2.90043 0.199
H -3.70377 -0.84144 -1.19343 0.096
H -5.90862 1.52623 -1.56159 0.316
H -5.53902 4.04998 -1.89389 0.319
H -3.28059 4.84165 -2.41973 0.127
H -0.26004 2.72345 -2.90604 0.057
H -0.66441 3.83983 -1.60279 0.226
H -1.09490 4.50938 -4.61512 0.328
H 0.16423 5.14252 -3.59588 0.398
H -1.57329 5.58052 -3.26965 0.302
H -1.41543 1.13270 -4.56796 0.352
H 0.72758 0.04866 -6.20614 0.620
H 2.66602 -1.68551 -5.72713 0.376
H 2.54791 -2.20257 -3.04830 0.507
```

## Properties
LUMO level: 0.0012 Eh
HOMO energy: -7.485 eV
total charge: 0
relative energy (zero: lowest compared OMol25 entry of this formula, charge and spin): 0.0000 eV
E_tot: -5056.5209 Ha
gap between HOMO and LUMO: 7.52 eV


- relative energy (zero: lowest compared OMol25 entry of this formula, charge and spin) of number 1 (C36H50IrN7O4Sb)?
  0.0000 eV


- total charge of number 2 (C36H51BClLuN8O4S3)?
  0


- Which value of total charge does entry 2 give?
  0


- Which formula does entry 2 have?
  C36H51BClLuN8O4S3